The following is a quantum chemistry calculation of a cluster of 10 separate species, C37H46F4N3O32P in total, from the Open Molecules 2025 dataset.

Its net charge is 0. For the lowest unoccupied orbital energy, the calculation gives -0.001 Ha. As for the orbital gap: 9.04 eV.

Geometry (Å):
N1 -1.608 2.006 4.819
P1 -0.935 1.174 3.691
O1 0.543 0.759 4.193
O2 -1.661 -0.214 3.371
C1 -0.698 2.063 2.028
N2 0.680 2.498 1.981
O3 -0.712 0.991 1.067
C2 -0.900 1.672 -0.129
O4 -0.330 1.440 -1.156
O5 -1.836 2.618 0.133
C3 -1.776 3.066 1.503
C4 -3.164 2.599 2.024
C5 -3.702 1.412 1.536
C6 -4.934 1.098 2.024
C7 -5.609 1.846 2.949
N3 -5.105 2.979 3.417
C8 -3.929 3.305 2.925
C9 -1.500 4.560 1.692
F1 -1.380 4.870 3.000
F2 -2.579 5.234 1.238
C10 -0.255 5.167 0.998
F3 0.057 4.578 -0.169
F4 0.825 5.212 1.798
H1 -1.859 2.922 4.458
H2 0.752 1.411 4.877
H3 -0.958 -0.889 3.434
H4 1.300 1.714 1.845
H5 0.964 3.048 2.781
H6 -3.196 0.797 0.812
H7 -5.413 0.191 1.647
H8 -6.585 1.525 3.293
H9 -3.521 4.248 3.281
H10 -0.494 6.217 0.784
O6 3.885 3.616 4.659
C11 4.149 3.657 3.500
O7 5.238 4.261 2.978
C12 5.321 3.894 1.592
C13 3.893 3.546 1.260
O8 3.386 3.096 2.526
H11 5.698 4.717 0.993
H12 5.995 3.044 1.493
H13 3.315 4.410 0.931
H14 3.813 2.763 0.509
O9 -5.578 -2.292 0.696
C14 -6.708 -2.227 1.053
O10 -7.151 -1.417 2.051
C15 -8.582 -1.449 2.029
C16 -8.871 -2.769 1.355
O11 -7.725 -2.948 0.522
H15 -8.985 -1.392 3.037
H16 -8.944 -0.595 1.452
H17 -8.925 -3.598 2.063
H18 -9.782 -2.751 0.762
O12 -0.849 -3.160 2.751
C17 -0.578 -3.092 1.594
O13 0.538 -2.497 1.104
C18 0.621 -2.816 -0.291
C19 -0.814 -3.116 -0.644
O14 -1.343 -3.592 0.600
H19 1.030 -1.981 -0.855
H20 1.274 -3.683 -0.414
H21 -1.364 -2.221 -0.944
H22 -0.922 -3.876 -1.420
O15 9.262 4.289 0.178
C20 9.378 3.412 0.966
O16 10.515 3.135 1.653
C21 10.197 2.171 2.658
C22 8.964 1.505 2.095
O17 8.384 2.543 1.301
H23 11.022 1.478 2.805
H24 9.999 2.693 3.597
H25 9.202 0.658 1.448
H26 8.272 1.176 2.867
O18 -2.133 -5.240 -2.088
C23 -1.887 -5.210 -3.255
O19 -0.770 -4.657 -3.781
C24 -0.719 -5.019 -5.169
C25 -2.168 -5.295 -5.485
O20 -2.682 -5.722 -4.216
H27 -0.303 -4.212 -5.765
H28 -0.090 -5.902 -5.280
H29 -2.708 -4.401 -5.801
H30 -2.296 -6.069 -6.236
O21 2.078 -6.845 -6.512
C26 2.144 -7.737 -5.731
O22 3.265 -8.091 -5.059
C27 2.894 -9.042 -4.056
C28 1.615 -9.621 -4.613
O23 1.101 -8.537 -5.393
H31 3.674 -9.787 -3.923
H32 2.740 -8.516 -3.112
H33 1.792 -10.475 -5.269
H34 0.910 -9.911 -3.838
O24 -3.977 -10.072 1.588
C29 -3.701 -8.988 1.190
O25 -4.586 -7.968 1.059
C30 -3.843 -6.776 0.775
C31 -2.573 -7.323 0.176
O26 -2.458 -8.606 0.802
H35 -4.388 -6.131 0.090
H36 -3.670 -6.237 1.707
H37 -2.644 -7.461 -0.903
H38 -1.706 -6.705 0.397
O27 4.802 6.338 -0.457
C32 4.034 7.215 -0.229
O28 2.996 7.115 0.640
C33 2.451 8.425 0.820
C34 2.873 9.129 -0.449
O29 4.077 8.442 -0.797
H39 1.371 8.381 0.941
H40 2.890 8.870 1.714
H41 2.150 9.005 -1.259
H42 3.060 10.189 -0.302
O30 -0.155 6.230 -5.982
C35 -0.100 5.363 -5.174
O31 1.018 5.027 -4.480
C36 0.633 4.108 -3.453
C37 -0.642 3.516 -4.001
O32 -1.148 4.575 -4.818
H43 1.408 3.364 -3.290
H44 0.472 4.662 -2.528
H45 -0.462 2.640 -4.628
H46 -1.352 3.251 -3.221

The following is a quantum chemistry calculation of a structure of composition C37H46InPSbSe4Si2Te, from the Open Molecules 2025 dataset.

Its net charge is -1. For the lowest unoccupied orbital energy, the calculation gives 0.067 Ha. As for the orbital gap: 5.28 eV.

Geometry (Å):
In1 -1.326 1.413 0.706
C1 -4.201 0.141 -2.208
C2 -4.013 -0.195 -0.755
C3 -3.276 -1.301 -0.344
C4 -3.152 -1.608 1.008
C5 -3.741 -0.801 1.967
C6 -4.442 0.331 1.568
C7 -4.587 0.621 0.220
H1 -3.798 1.137 -2.407
H2 -5.262 0.156 -2.467
H3 -3.698 -0.581 -2.850
H4 -2.827 -1.951 -1.087
H5 -2.602 -2.494 1.307
H6 -3.657 -1.046 3.018
H7 -4.878 0.988 2.310
H8 -5.164 1.483 -0.090
Se1 1.482 4.927 1.509
Sb1 0.583 3.675 3.463
Se2 2.206 1.041 2.463
Se3 -1.814 3.715 3.050
Se4 3.732 4.800 1.850
C8 5.306 2.345 -1.815
C9 4.727 1.495 -2.748
C10 3.370 1.211 -2.690
C11 2.581 1.771 -1.686
C12 3.173 2.629 -0.757
C13 4.526 2.921 -0.824
P1 0.780 1.525 -1.445
C14 0.400 0.062 -2.487
C15 1.213 -1.073 -2.474
C16 0.925 -2.160 -3.286
C17 -0.211 -2.156 -4.082
C18 -1.063 -1.061 -4.052
C19 -0.759 0.040 -3.265
C20 0.089 2.842 -2.523
C21 0.756 3.236 -3.657
C22 0.210 4.221 -4.499
C23 -0.982 4.810 -4.185
C24 -1.693 4.434 -3.024
C25 -2.921 5.046 -2.684
C26 -3.574 4.686 -1.541
C27 -3.042 3.676 -0.715
C28 -1.867 3.007 -0.993
C29 -1.166 3.420 -2.168
H9 6.367 2.555 -1.869
H10 5.331 1.054 -3.532
H11 2.938 0.561 -3.440
H12 2.572 3.071 0.030
H13 4.956 3.593 -0.092
H14 2.100 -1.092 -1.852
H15 1.602 -3.006 -3.317
H16 -0.431 -3.003 -4.719
H17 -1.959 -1.060 -4.661
H18 -1.415 0.901 -3.256
H19 1.711 2.797 -3.910
H20 0.747 4.503 -5.396
H21 -1.396 5.578 -4.829
H22 -3.319 5.816 -3.337
H23 -4.500 5.179 -1.266
H24 -3.575 3.433 0.203
C30 2.176 -5.025 2.259
Si1 2.264 -3.926 0.714
C31 3.641 -4.690 -0.332
C32 0.600 -4.008 -0.188
C33 2.744 -2.121 1.020
Te1 1.071 -0.850 1.587
C34 0.960 -1.943 3.429
Si2 -0.349 -1.507 4.731
C35 -1.149 0.176 4.576
C36 0.547 -1.624 6.393
C37 -1.632 -2.902 4.680
H25 2.505 -6.029 1.984
H26 1.168 -5.115 2.669
H27 2.834 -4.668 3.054
H28 3.439 -5.746 -0.525
H29 4.588 -4.623 0.207
H30 3.763 -4.184 -1.291
H31 0.132 -4.988 -0.072
H32 0.722 -3.820 -1.254
H33 -0.107 -3.264 0.186
H34 3.128 -1.676 0.098
H35 3.519 -2.010 1.780
H36 1.955 -1.825 3.861
H37 0.837 -2.986 3.135
H38 -0.461 0.950 4.920
H39 -2.048 0.244 5.194
H40 -1.435 0.428 3.553
H41 1.295 -0.833 6.480
H42 1.057 -2.585 6.494
H43 -0.153 -1.525 7.225
H44 -2.185 -2.937 3.739
H45 -2.356 -2.778 5.489
H46 -1.143 -3.869 4.821

The following is a quantum chemistry calculation of a structure of composition C37H47AsClGaN5O6PS2, from the Open Molecules 2025 dataset.

Its net charge is -2. The value obtained for the energy relative to the best compared isomer or geometry (same formula, charge and spin) is 0.0 kJ/mol. For the lowest unoccupied orbital energy, the calculation gives 0.145 Ha. As for the orbital gap: 6.78 eV.

Geometry (Å):
Ga1 1.640 -0.725 0.374
S1 3.980 0.503 4.081
C1 4.854 -0.711 3.182
C2 4.034 -1.194 2.171
C3 2.757 -0.560 2.032
C4 2.619 0.296 3.080
C5 1.406 1.021 3.422
C6 1.452 2.395 3.395
C7 0.340 3.136 3.654
C8 -0.801 2.429 3.969
C9 -0.828 1.003 3.985
N1 0.289 0.333 3.668
H1 5.857 -0.937 3.467
H2 4.461 -1.924 1.451
H3 2.434 2.802 3.083
H4 0.360 4.206 3.678
H5 -1.754 2.939 4.127
H6 -1.715 0.443 4.163
O1 -0.296 -2.614 2.839
As1 -1.047 -2.462 1.243
O2 -2.056 -1.206 1.501
O3 0.344 -2.183 0.236
C10 -1.834 -4.217 1.124
C11 -1.269 -5.128 2.010
C12 -1.891 -6.305 2.347
C13 -3.183 -6.546 1.857
C14 -3.765 -5.694 0.942
C15 -3.053 -4.534 0.541
S2 -3.794 -3.500 -0.750
O4 -4.913 -2.777 -0.139
O5 -4.198 -4.468 -1.736
O6 -2.611 -2.711 -1.114
H7 -0.070 -1.715 3.033
H8 -0.294 -4.872 2.410
H9 -1.335 -7.022 2.920
H10 -3.722 -7.455 2.102
H11 -4.749 -5.839 0.446
Cl1 5.507 -3.063 -0.972
C16 3.836 -3.658 -1.167
C17 3.645 -4.968 -0.761
C18 2.398 -5.534 -0.948
C19 1.410 -4.836 -1.635
C20 1.592 -3.470 -1.817
C21 2.796 -2.830 -1.528
C22 2.766 -1.305 -1.402
H12 4.505 -5.518 -0.374
H13 2.271 -6.583 -0.680
H14 0.488 -5.336 -1.849
H15 0.766 -2.882 -2.260
H16 2.179 -0.861 -2.173
H17 3.781 -0.911 -1.443
N2 0.691 0.838 0.434
P1 0.077 1.693 -0.683
N3 0.023 0.989 -2.212
C23 -0.011 1.625 -3.460
C24 -0.963 0.840 -4.408
C25 -2.218 0.512 -3.627
C26 -1.913 -0.591 -2.633
C27 -0.416 -0.442 -2.211
N4 -1.402 2.393 -0.292
C28 -2.122 3.347 -1.119
C29 -3.618 3.217 -1.025
C30 -4.032 3.511 0.410
C31 -3.033 2.925 1.441
C32 -2.218 1.816 0.836
N5 0.967 3.058 -1.153
C33 2.336 2.751 -1.592
C34 3.358 2.900 -0.452
C35 3.403 4.348 0.029
C36 2.124 5.079 -0.411
C37 0.891 4.178 -0.210
H18 1.022 1.737 -3.861
H19 -0.435 2.623 -3.407
H20 -0.462 -0.044 -4.822
H21 -1.177 1.383 -5.324
H22 -3.048 0.237 -4.255
H23 -2.465 1.456 -3.097
H24 -2.137 -1.575 -3.084
H25 -2.593 -0.511 -1.775
H26 0.245 -0.963 -2.918
H27 -0.165 -0.873 -1.261
H28 -1.879 3.257 -2.158
H29 -1.941 4.384 -0.777
H30 -3.977 2.196 -1.393
H31 -4.053 3.947 -1.693
H32 -4.992 3.040 0.583
H33 -4.150 4.571 0.503
H34 -3.635 2.581 2.269
H35 -2.352 3.726 1.814
H36 -2.888 1.001 0.444
H37 -1.537 1.353 1.544
H38 2.674 3.450 -2.341
H39 2.350 1.754 -1.944
H40 4.324 2.552 -0.783
H41 3.040 2.255 0.346
H42 4.277 4.867 -0.403
H43 3.502 4.342 1.102
H44 2.209 5.292 -1.474
H45 1.938 5.995 0.173
H46 -0.052 4.698 -0.329
H47 0.845 3.829 0.876

The following is a quantum chemistry calculation of a structure of composition C37H47BN9O4S3Ti, from the Open Molecules 2025 dataset.

Its net charge is +3. The value obtained for the energy relative to the best compared isomer or geometry (same formula, charge and spin) is 193.8 kJ/mol. For the lowest unoccupied orbital energy (alpha / beta), the calculation gives -0.351 / -0.351 Ha. As for the orbital gap (alpha / beta): 7.06 / 7.06 eV.

Geometry (Å):
Ti1 1.232 -1.692 -1.372
C1 4.469 -0.163 2.582
C2 3.076 0.254 2.265
C3 2.089 0.634 3.196
C4 0.771 0.922 2.864
N1 0.366 0.988 1.572
N2 1.302 0.632 0.686
B1 1.278 0.461 -0.830
N3 1.028 1.659 -1.712
N4 0.540 2.731 -1.106
C5 0.570 3.862 -1.837
C6 1.162 3.915 -3.082
C7 1.640 2.773 -3.711
C8 2.366 2.759 -4.990
C9 1.456 1.590 -2.977
S1 1.868 -0.022 -3.534
C10 0.016 5.143 -1.157
C11 -1.030 5.789 -2.088
C12 -0.604 4.768 0.164
C13 1.204 6.089 -0.870
N5 -0.612 -1.075 -2.230
N6 -1.395 -1.305 -1.219
C14 -2.637 -0.872 -1.221
C15 -3.059 -0.150 -2.320
C16 -2.299 0.059 -3.444
C17 -2.898 0.708 -4.611
C18 -1.005 -0.438 -3.318
S2 0.125 -0.368 -4.667
C19 -3.484 -1.211 -0.075
C20 -4.466 -2.385 -0.406
C21 -2.591 -1.621 1.057
C22 -4.267 0.060 0.378
C23 2.557 0.218 0.965
S3 3.174 -0.112 -0.682
C24 -0.329 1.328 3.895
C25 -1.275 2.430 3.295
C26 -1.201 0.040 4.244
C27 0.330 1.897 5.139
H1 5.194 -0.065 1.719
H2 4.420 -1.236 2.878
H3 4.911 0.374 3.430
H4 2.397 0.659 4.270
H5 1.369 4.845 -3.561
H6 2.324 3.727 -5.477
H7 1.838 2.136 -5.713
H8 3.382 2.487 -4.833
H9 -1.799 5.062 -2.389
H10 -0.511 6.130 -2.979
H11 -1.484 6.595 -1.594
H12 -1.465 4.087 0.118
H13 -0.950 5.654 0.736
H14 0.090 4.201 0.775
H15 1.846 6.264 -1.769
H16 1.861 5.685 -0.122
H17 0.775 7.039 -0.533
H18 -4.052 0.190 -2.382
H19 -3.794 1.229 -4.277
H20 -3.136 -0.032 -5.403
H21 -2.219 1.412 -5.056
H22 -3.947 -3.279 -0.639
H23 -5.008 -2.112 -1.312
H24 -5.098 -2.572 0.456
H25 -2.169 -2.678 0.982
H26 -3.116 -1.620 2.023
H27 -1.741 -0.952 1.125
H28 -5.055 0.413 -0.267
H29 -3.545 0.931 0.521
H30 -4.715 -0.106 1.362
H31 -1.397 2.170 2.257
H32 -0.853 3.414 3.275
H33 -2.285 2.367 3.685
H34 -1.654 -0.384 3.329
H35 -2.039 0.261 4.892
H36 -0.564 -0.724 4.684
H37 0.984 2.684 4.826
H38 0.910 1.166 5.721
H39 -0.420 2.302 5.810
N7 3.894 -2.659 -2.915
C28 4.299 -3.696 -3.666
C29 3.277 -4.594 -3.778
C30 2.253 -4.087 -2.972
N8 2.628 -2.874 -2.476
H40 4.432 -1.997 -2.365
H41 5.272 -3.765 -4.101
H42 3.344 -5.524 -4.320
H43 1.267 -4.478 -2.783
O1 0.380 -3.476 -0.867
C31 0.664 -3.294 0.342
O2 1.311 -2.185 0.574
C32 0.272 -4.167 1.427
C33 -0.309 -5.376 1.058
C34 -0.669 -6.244 2.026
C35 -0.589 -5.911 3.401
C36 -0.034 -4.726 3.725
C37 0.400 -3.797 2.782
N9 0.202 -4.399 5.193
O3 0.130 -5.265 6.005
O4 0.446 -3.239 5.439
H44 -0.545 -5.582 0.001
H45 -1.129 -7.176 1.727
H46 -0.912 -6.588 4.140
H47 0.962 -2.921 2.994

Calculated values (eV/A) of largest force on an atom for the records, taken in order: 3.2, 1.1, 3.2, 2.3.
Calculated values (Ha) of E_tot for the records, taken in order: -4750.42535, -12662.12600, -7921.94744, -4299.86720.